Record 1
DFT (ωB97M-V/def2-TZVPD) results for a single C3H10OP2 molecule at a distorted geometry.

The HOMO energy is -0.353 Eh. As for the gap between HOMO and LUMO: 10.457 eV. Its SMILES is CC[P@@](C)(=O)P. For the total energy, the calculation gives -878.21504 hartree. Its molar mass is 124.06 g/mol. For the largest force on an atom, the calculation gives 5.13 eV Å⁻¹. The relative energy (zero: lowest compared OMol25 entry of this formula, charge and spin) comes out at 13.42 kcal/mol.

Each line ends with the Löwdin charge.
Cartesian coordinates (Å):
C  -0.2574  1.2109  -1.8120  -0.23
C  0.7904  0.6087  -0.8346  -0.36
P  -0.2559  0.0226  0.6968  0.30
C  0.9919  -0.8690  1.7182  -0.26
O  -0.9136  1.1126  1.3562  -0.39
P  -1.6397  -1.3662  -0.1747  0.68
H  -1.2443  0.4835  -1.7935  0.04
H  -0.6021  2.2723  -1.6194  0.08
H  0.1475  1.3944  -2.8161  0.05
H  1.5655  1.4169  -0.5003  0.10
H  1.4267  -0.0914  -1.4883  0.09
H  0.5247  -1.4158  2.6168  0.06
H  1.6067  -1.6528  1.2084  0.04
H  1.7990  -0.0396  2.0083  0.09
H  -2.6252  -0.8356  0.5938  -0.15
H  -1.3141  -2.2514  0.8405  -0.16



Record 2
DFT (ωB97M-V/def2-TZVPD) results for a molecular structure, H6InO3 at a distorted geometry.

The HOMO energy is -0.949 Eh. As for the gap between HOMO and LUMO: 4.227 eV. For the total energy, the calculation gives -417.87655 hartree. Its molar mass is 168.86 g/mol. For the largest force on an atom, the calculation gives 2.47 eV Å⁻¹. The relative energy (zero: lowest compared OMol25 entry of this formula, charge and spin) comes out at 60.86 kcal/mol. The charge is +3.

Each line ends with the Löwdin charge.
Cartesian coordinates (Å):
In  -4.7218  -2.8594  -5.5597  1.87
O  -5.7164  -1.1943  -3.3223  0.12
H  -6.4983  -0.7049  -3.0665  0.13
H  -5.0490  -0.9279  -2.6899  0.12
O  -6.3257  -4.8949  -7.0535  0.11
H  -6.2462  -5.8488  -7.0492  0.13
H  -6.9615  -4.7102  -7.7448  0.12
O  -6.3027  -4.3184  -3.4861  0.14
H  -7.2383  -4.4710  -3.3534  0.13
H  -5.9107  -4.4687  -2.6259  0.12



Record 3
DFT (ωB97M-V/def2-TZVPD) results for a single C7H8N2O3 molecule at a distorted geometry.

The HOMO energy is -0.298 Eh. As for the gap between HOMO and LUMO: 8.259 eV. Its SMILES is Cc1ccc(C(=O)O)c(N)[n+]1[O-]. For the total energy, the calculation gives -606.74856 hartree. Its molar mass is 168.15 g/mol. For the largest force on an atom, the calculation gives 4.71 eV Å⁻¹. The relative energy (zero: lowest compared OMol25 entry of this formula, charge and spin) comes out at 26.85 kcal/mol.

Each line ends with the Löwdin charge.
Cartesian coordinates (Å):
C  -1.5132  2.6960  0.5716  -0.01
C  -0.7012  1.4548  0.2948  -0.18
C  0.6999  1.4677  0.5511  -0.02
C  1.4386  0.3082  0.3952  -0.03
C  0.8082  -0.8435  -0.0886  -0.05
C  1.6504  -2.0886  -0.2336  -0.47
O  1.1768  -3.1798  -0.5165  0.07
O  2.9573  -1.9338  -0.0898  0.12
C  -0.5806  -0.7739  -0.3942  -0.16
N  -1.1831  -1.9175  -0.9636  0.17
N  -1.3003  0.3408  -0.1841  -0.19
O  -2.4955  0.3397  -0.5314  -0.06
H  -2.4615  2.4229  1.0073  0.08
H  -1.6516  3.2059  -0.3577  0.08
H  -1.0008  3.3804  1.2714  0.09
H  1.1799  2.3582  0.9529  0.11
H  2.4640  0.2970  0.7484  0.12
H  3.3179  -2.8495  -0.1307  0.15
H  -2.1505  -1.9142  -1.2890  0.11
H  -0.6545  -2.7708  -1.0134  0.07



Record 4
DFT (ωB97M-V/def2-TZVPD) results for a single C22H24N2O5 molecule.

The HOMO energy is -0.340 Eh. As for the gap between HOMO and LUMO: 8.940 eV. Its SMILES is CCc1ccc(C(=O)COC(=O)CNC(=O)CNC(=O)Cc2ccccc2)cc1. For the total energy, the calculation gives -1338.52474 hartree. Its molar mass is 396.44 g/mol. For the largest force on an atom, the calculation gives 0.74 eV Å⁻¹. The relative energy (zero: lowest compared OMol25 entry of this formula, charge and spin) comes out at 3.37 kcal/mol.

Each line ends with the Löwdin charge.
Cartesian coordinates (Å):
C  -6.6789  -1.1467  0.5236  -0.09
C  -6.1780  0.0376  1.3551  -0.21
C  -4.7550  0.3499  1.0042  -0.23
C  -4.4564  1.2370  -0.0263  -0.02
C  -3.1510  1.4967  -0.3904  -0.01
C  -2.0990  0.8629  0.2734  -0.16
C  -0.6864  1.0673  -0.0691  -0.30
O  0.2184  0.4744  0.4815  0.09
C  -0.3658  2.0848  -1.1646  -0.09
O  1.0249  2.0556  -1.4225  0.00
C  1.7996  2.6604  -0.5039  -0.46
O  1.3799  3.3987  0.3416  0.14
C  3.2387  2.1952  -0.6605  -0.05
N  3.3099  0.8856  -0.0507  0.09
C  3.8878  0.7005  1.1603  -0.47
O  4.5929  1.5250  1.6962  0.07
C  3.6307  -0.6680  1.7846  -0.06
N  2.4643  -1.3525  1.2875  0.07
C  2.5475  -2.5736  0.7129  -0.51
O  3.5939  -3.1714  0.5774  0.07
C  1.2031  -3.1371  0.2698  -0.05
C  0.5320  -2.3034  -0.7864  -0.23
C  1.2839  -1.6552  -1.7602  -0.04
C  0.6649  -0.9190  -2.7539  -0.07
C  -0.7165  -0.8294  -2.7921  -0.10
C  -1.4741  -1.4714  -1.8278  -0.09
C  -0.8522  -2.2021  -0.8311  -0.05
C  -2.3988  -0.0243  1.3109  -0.01
C  -3.7052  -0.2769  1.6684  -0.02
H  -7.7102  -1.3767  0.7782  0.07
H  -6.0697  -2.0276  0.7125  0.07
H  -6.6265  -0.9147  -0.5377  0.07
H  -6.2529  -0.2107  2.4151  0.11
H  -6.8087  0.9064  1.1591  0.11
H  -5.2633  1.7320  -0.5471  0.12
H  -2.9558  2.1916  -1.1917  0.11
H  -0.6676  3.0836  -0.8259  0.14
H  -0.8601  1.8260  -2.1002  0.13
H  3.9161  2.8534  -0.1125  0.13
H  3.5083  2.1374  -1.7178  0.13
H  2.6456  0.1994  -0.3832  0.11
H  4.4918  -1.3136  1.5771  0.13
H  3.5689  -0.5229  2.8686  0.14
H  1.5773  -0.8707  1.3298  0.12
H  1.3880  -4.1400  -0.1255  0.13
H  0.5529  -3.2320  1.1424  0.13
H  2.3611  -1.7467  -1.7471  0.12
H  1.2605  -0.4176  -3.5021  0.11
H  -1.2026  -0.2684  -3.5776  0.11
H  -2.5526  -1.4048  -1.8508  0.11
H  -1.4505  -2.7016  -0.0824  0.12
H  -1.5817  -0.5042  1.8280  0.12
H  -3.9200  -0.9644  2.4735  0.12



Record 5
DFT (ωB97M-V/def2-TZVPD) results for a single C20H25N3O2 molecule.

The HOMO energy is -0.300 Eh. As for the gap between HOMO and LUMO: 8.358 eV. Its SMILES is CCCN1CCN(C(=O)Cn2cccc2C(=O)c2ccccc2)CC1. For the total energy, the calculation gives -1091.86861 hartree. Its molar mass is 339.44 g/mol. For the largest force on an atom, the calculation gives 0.84 eV Å⁻¹. The relative energy (zero: lowest compared OMol25 entry of this formula, charge and spin) comes out at 37.31 kcal/mol.

Each line ends with the Löwdin charge.
Cartesian coordinates (Å):
C  1.7394  0.4638  5.3720  -0.12
C  0.4232  0.4702  4.6051  -0.25
C  0.4401  1.5023  3.4752  -0.22
N  -0.8689  1.6072  2.8534  -0.18
C  -1.1578  0.5872  1.8682  -0.15
C  -0.4885  0.8384  0.5010  -0.11
N  -0.8342  2.1583  0.0254  -0.04
C  -1.5330  2.4779  -1.0797  -0.44
O  -1.8700  3.6211  -1.3316  0.05
C  -1.8467  1.3465  -2.0685  -0.02
N  -0.6439  0.8874  -2.7200  -0.03
C  0.1802  1.7123  -3.3910  -0.05
C  1.2246  0.9833  -3.9195  -0.06
C  1.0226  -0.3423  -3.5456  -0.02
C  -0.1451  -0.3942  -2.7843  -0.17
C  -0.7831  -1.5547  -2.2040  -0.31
O  -1.8960  -1.5407  -1.6874  0.06
C  0.0001  -2.8215  -2.2651  -0.16
C  -0.6343  -3.9810  -2.6987  -0.02
C  0.0562  -5.1779  -2.7433  -0.07
C  1.3770  -5.2315  -2.3297  -0.08
C  2.0037  -4.0865  -1.8654  -0.08
C  1.3217  -2.8835  -1.8344  -0.05
C  -0.5022  3.1999  0.9806  -0.11
C  -1.2009  2.9107  2.3164  -0.16
H  1.9267  1.4372  5.8198  0.07
H  2.5686  0.2277  4.7080  0.07
H  1.7142  -0.2791  6.1652  0.07
H  0.2381  -0.5244  4.1967  0.10
H  -0.4006  0.7108  5.2779  0.11
H  1.2367  1.2424  2.7603  0.12
H  0.6876  2.4763  3.9042  0.12
H  -0.8443  -0.3849  2.2484  0.12
H  -2.2424  0.5643  1.7233  0.13
H  -0.8095  0.0662  -0.1900  0.09
H  0.6028  0.7813  0.6017  0.13
H  -2.3513  0.5050  -1.5922  0.12
H  -2.5190  1.7770  -2.8191  0.14
H  -0.0266  2.7633  -3.4538  0.13
H  2.0307  1.3691  -4.5110  0.10
H  1.6341  -1.1808  -3.8134  0.11
H  -1.6676  -3.9273  -3.0074  0.12
H  -0.4376  -6.0714  -3.0953  0.10
H  1.9160  -6.1669  -2.3603  0.10
H  3.0282  -4.1313  -1.5260  0.10
H  1.8058  -1.9949  -1.4562  0.12
H  -0.8328  4.1532  0.5673  0.12
H  0.5848  3.2195  1.1189  0.13
H  -0.9431  3.6792  3.0466  0.12
H  -2.2837  2.9360  2.1574  0.13



Record 6
DFT (ωB97M-V/def2-TZVPD) results for 2 unconnected molecules or ions with the total composition C2H6N2O2S at a distorted geometry.

The HOMO energy (alpha / beta) is -0.321 / -0.327 Eh. As for the gap between HOMO and LUMO (alpha / beta): 6.957 / 8.226 eV. For the total energy, the calculation gives -737.76635 hartree. Its molar mass is 122.15 g/mol. For the largest force on an atom, the calculation gives 3.45 eV Å⁻¹. The relative energy (zero: lowest compared OMol25 entry of this formula, charge and spin) comes out at 148.54 kcal/mol.

Each line ends with the Löwdin charge.
Cartesian coordinates (Å):
C  2.1668  -0.9179  -0.5821  -0.08
C  1.6045  -0.1135  0.2280  0.01
N  -1.1353  1.7362  -0.0310  -0.04
N  -1.8787  0.6646  0.4229  -0.19
O  -1.3069  -1.1659  -1.2941  -0.37
O  -1.6915  -1.8703  1.0409  -0.40
S  -1.0490  -0.9247  0.0867  0.72
H  3.2562  -0.9808  -0.7326  0.08
H  1.5777  -1.1343  -1.3929  0.02
H  1.7080  0.2981  1.1949  0.03
H  -0.7666  1.4030  -0.9307  0.08
H  -0.5311  2.2417  0.5993  0.08
H  -1.9542  0.7640  1.3907  0.06



Record 7
DFT (ωB97M-V/def2-TZVPD) results for a molecular structure, C17H14N6O3ReS3Te4.

As for the multiplicity: 4. The HOMO energy (alpha / beta) is -0.285 / -0.287 Eh. As for the gap between HOMO and LUMO (alpha / beta): 6.357 / 5.173 eV. For the total energy, the calculation gives -3555.43178 hartree. Its molar mass is 1143.15 g/mol. The expectation value of S² is 3.83. For the largest force on an atom, the calculation gives 0.15 eV Å⁻¹. The relative energy (zero: lowest compared OMol25 entry of this formula, charge and spin) comes out at 0.00 kcal/mol.

Each line ends with the Löwdin charge.
Cartesian coordinates (Å):
Re  1.1918  -0.1100  1.4635  0.59
C  4.7484  1.4337  -2.1234  -0.44
S  3.9182  2.7295  -1.1883  0.87
C  3.1204  1.8376  0.0859  -1.06
S  3.2949  0.1064  0.2573  0.58
N  2.4065  2.5654  0.8868  -0.07
N  1.8579  1.7746  1.8801  -0.25
C  2.0325  2.1517  3.1139  -0.07
C  1.8441  1.1135  4.0708  -0.27
C  1.9725  1.2888  5.4547  -0.01
C  1.9066  0.1983  6.2806  -0.05
C  1.7077  -1.0668  5.7140  -0.04
C  1.5603  -1.1839  4.3587  -0.16
N  1.6262  -0.1180  3.5237  -0.16
H  5.2547  1.9538  -2.9351  0.04
H  4.0354  0.7247  -2.5356  0.02
H  5.4854  0.9155  -1.5156  0.03
H  2.4581  3.1189  3.3441  0.14
H  2.1266  2.2866  5.8414  0.12
H  2.0035  0.3113  7.3515  0.11
H  1.6517  -1.9539  6.3279  0.11
H  1.3622  -2.1356  3.8873  0.05
Te  -1.3233  -0.1150  2.4955  0.28
Te  -2.9008  -1.2394  0.6458  0.37
Te  -1.3814  -3.1956  -0.3123  0.47
Te  0.9510  -2.7936  0.9983  0.23
O  -3.2587  -4.2258  -3.2398  -0.34
S  -4.2821  -3.4317  -2.5956  0.41
O  -3.9561  -3.1754  -1.1691  -0.68
O  -5.6515  -3.7877  -2.8168  -0.30
C  -4.0356  -1.7816  -3.3151  -0.35
N  -4.9197  -1.2195  -4.1264  0.14
C  -4.6243  0.0111  -4.5381  -0.10
C  -3.4900  0.7061  -4.1342  0.02
C  -2.6333  0.0131  -3.2990  -0.23
N  -2.8998  -1.2319  -2.9149  0.13
C  -1.4141  0.4793  -2.5817  -0.15
C  -1.4632  1.4778  -1.6207  -0.01
C  -0.5606  1.4290  -0.5742  -0.18
N  0.3760  0.4758  -0.4786  -0.17
C  0.5721  -0.3218  -1.5438  -0.21
C  -0.3015  -0.3528  -2.6031  -0.01
H  -5.3373  0.4720  -5.2129  0.11
H  -3.2959  1.7177  -4.4611  0.11
H  -2.2807  2.1848  -1.5821  0.13
H  -0.6506  2.0994  0.2689  0.09
H  1.3964  -1.0154  -1.4769  0.05
H  -0.2006  -1.1213  -3.3563  0.13